A molecular structure, C26H18Cl6N5O10P2V. Source: the Open Molecules 2025 dataset; level of theory: the ωB97M-V functional and the def2-TZVPD basis.

Geometry as XYZ:
```
68
C26H18Cl6N5O10P2V the ωB97M-V functional and the def2-TZVPD basis
V 0.73724 0.39359 -0.10642
Cl 6.17001 -3.60777 -0.70863
C 5.10816 -2.20090 -0.69343
C 3.81675 -2.29753 -0.27920
C 2.89090 -1.28307 -0.52745
N 1.54524 -1.39685 -0.18187
C 0.91468 -2.55025 -0.67470
O 1.38973 -3.22347 -1.60427
C -0.38013 -3.04995 -0.10992
C -1.31228 -3.61559 -0.98730
C -2.36091 -4.31938 -0.46515
C -2.40541 -4.44428 0.93392
C -1.46737 -3.80049 1.72582
N -0.42289 -3.16259 1.21353
C 3.32075 -0.09060 -1.12109
C 4.69032 0.09368 -1.35393
C 5.56744 -1.01085 -1.24241
Cl 7.23977 -0.68961 -1.54352
N 2.34773 0.89285 -1.16815
C 2.55888 2.09157 -1.69095
O 3.49288 2.56712 -2.35333
C 1.37935 2.96817 -1.46540
C 1.32293 4.24213 -1.91901
C 0.20859 5.01516 -1.65491
C -0.84083 4.43120 -0.99129
C -0.69054 3.15944 -0.48274
N 0.32004 2.40938 -0.80335
H 3.44652 -3.28608 0.02498
H -1.06753 -3.53554 -2.00924
H -3.15028 -4.68434 -1.14870
H -3.18262 -4.95531 1.42624
H -1.40859 -3.92627 2.82763
H 4.99248 1.04805 -1.70200
H 2.20868 4.59871 -2.44987
H 0.20897 6.07833 -1.78314
H -1.75099 4.96469 -0.69275
H -1.39745 2.65442 0.11544
N -3.68877 -1.09962 -1.43649
C -2.87859 0.21024 -1.29247
C -3.77808 1.41577 -1.70321
P -1.48940 -0.10303 -2.52699
O -1.47338 1.09063 -3.60039
O -1.83235 -1.40433 -3.20108
O -0.15466 0.05379 -1.83379
P -2.44783 0.20174 0.58867
O -2.95388 1.44572 1.26998
O -3.11328 -1.09957 0.93543
O -0.89690 0.12849 0.63592
H -3.22212 -1.61678 -2.20434
H -4.72456 -0.95553 -1.58878
H -3.58237 -1.57052 -0.48768
H -4.07394 1.35624 -2.78423
H -3.18966 2.32849 -1.60480
H -4.71206 1.51735 -1.12685
H -0.57691 1.46860 -3.53502
H -1.78555 2.08160 2.14762
Cl -0.37506 0.21359 7.01006
C 0.14452 0.45131 5.36657
C 1.34182 -0.11660 4.87285
Cl 2.26590 -1.20412 5.81420
C 1.74588 0.20321 3.58380
Cl 3.14176 -0.59709 2.89066
C 0.88428 0.90186 2.73100
O 1.23096 1.09069 1.44764
C -0.23819 1.50901 3.23719
O -0.90509 2.37575 2.47702
C -0.60729 1.22330 4.54060
Cl -2.09543 2.02205 5.02351
```

The energy relative to the best compared isomer or geometry (same formula, charge and spin) comes out at 0.9 kcal per mole. Its multiplicity is 2. The value obtained for the HOMO-LUMO gap (spin up / spin down) is 6.85 / 7.24 eV. Its net charge is -1.

Atom charges from the Mulliken analysis, given in e for atoms 1 to 2:
1. V 0.480
2. Cl -0.258



A molecular structure, C26H18ClF10N5O5V. Source: the Open Molecules 2025 dataset; level of theory: the ωB97M-V functional and the def2-TZVPD basis.

Geometry as XYZ:
```
66
C26H18ClF10N5O5V the ωB97M-V functional and the def2-TZVPD basis
V 0.03227 -0.09580 -0.08107
C -2.79364 2.59769 -0.26669
N -2.48808 1.24481 0.12406
C -3.24808 0.25368 -0.59706
C -2.84056 0.23440 -2.06745
N -1.40129 0.17790 -2.15525
C -0.86361 -0.07253 -3.31716
C -1.51315 -0.20484 -4.60036
F -2.85465 0.05095 -4.74581
C -0.85838 -0.54479 -5.76073
F -1.56268 -0.62877 -6.92367
C 0.51126 -0.77386 -5.77950
F 1.15207 -1.14887 -6.92577
C 1.20895 -0.58691 -4.58515
F 2.55337 -0.75190 -4.57921
C 0.55786 -0.22120 -3.43789
F 1.31606 0.01093 -2.32590
C -2.48128 1.06427 1.55371
C -1.14601 1.57995 2.12490
N -0.11280 1.54021 1.11318
C 0.89161 2.38321 1.26434
C 1.31178 3.08970 2.45127
F 0.66166 2.91033 3.64366
C 2.41897 3.90719 2.49089
F 2.75184 4.52631 3.65469
C 3.20614 4.12425 1.36318
F 4.32806 4.89980 1.42087
C 2.81785 3.50465 0.16635
F 3.54709 3.73364 -0.95408
C 1.70041 2.71489 0.13125
F 1.28799 2.21208 -1.06472
H -3.86796 2.84008 -0.13597
H -2.52498 2.74688 -1.30947
H -2.20501 3.29078 0.32910
H -4.34538 0.42318 -0.51185
H -2.99420 -0.72778 -0.19516
H -3.23482 1.12858 -2.58077
H -3.30797 -0.64763 -2.52776
H -2.56729 -0.00244 1.75661
H -3.32494 1.59240 2.04839
H -0.86655 0.96929 2.99451
H -1.28932 2.61764 2.46102
O -0.81422 -1.18149 1.20431
C -0.35761 -2.07805 1.98042
C -1.24100 -3.03505 2.54123
C -0.81995 -3.96893 3.44935
C 0.50560 -3.98544 3.88698
C 1.40410 -3.09920 3.34229
C 1.02294 -2.16220 2.37351
C 1.98477 -1.33110 1.72541
N 1.77422 -0.47755 0.72154
C 2.99251 -0.00773 0.33897
C 3.96519 -0.53328 1.12715
N 3.32532 -1.36101 2.01145
H -2.25849 -3.01639 2.17805
H -1.51788 -4.70166 3.83045
H 0.82738 -4.70456 4.62909
H 2.43884 -3.14555 3.66612
H 3.10885 0.65233 -0.49615
H 5.02737 -0.39509 1.14453
H 3.75689 -1.95331 2.69672
O -0.56518 -3.48324 -2.56960
Cl -0.54433 -3.08260 -1.19621
O -0.25878 -4.22833 -0.38557
O -1.81545 -2.55909 -0.84249
O 0.49631 -2.12378 -1.02108
```

The energy relative to the best compared isomer or geometry (same formula, charge and spin) comes out at 17.8 kcal per mole. Its multiplicity is 4. The value obtained for the HOMO-LUMO gap (spin up / spin down) is 4.88 / 5.73 eV. Its net charge is -2.

Atom charges from the Mulliken analysis, given in e for atoms 1 to 2:
1. V 0.342
2. C -1.399



A molecular structure, C26H19Cl2MoN3OP. Source: the Open Molecules 2025 dataset; level of theory: the ωB97M-V functional and the def2-TZVPD basis.

Geometry as XYZ:
```
53
C26H19Cl2MoN3OP the ωB97M-V functional and the def2-TZVPD basis
Mo 0.00241 0.52063 -1.11273
Cl -4.40027 -1.67067 -1.65823
C -2.91499 -2.44433 -1.84863
C -2.83571 -3.78216 -2.20803
C -1.60515 -4.40695 -2.38242
Cl -1.56253 -6.02730 -2.82960
C -0.36056 -3.69298 -2.18904
C 0.92137 -4.23156 -2.37883
C 2.01962 -3.41807 -2.17997
C 1.84246 -2.09688 -1.77684
N 0.63752 -1.56448 -1.57231
C -0.44814 -2.35845 -1.79893
C -1.71776 -1.70652 -1.64837
O -1.69872 -0.45773 -1.33860
H -3.74580 -4.34651 -2.36408
H 1.04510 -5.26174 -2.68595
H 3.02089 -3.79512 -2.33457
H 2.69389 -1.44984 -1.61045
N -0.43932 2.76679 1.06211
P -0.16931 1.11536 1.12355
C -0.84864 0.41907 2.58539
C -2.17504 -0.02973 2.56201
C -2.74822 -0.50059 3.72855
C -2.00598 -0.52258 4.90544
C -0.68889 -0.07618 4.92924
C -0.10091 0.39741 3.77003
C 1.56771 0.72662 0.85480
C 2.14266 -0.46620 1.33682
C 3.45035 -0.77641 1.02066
C 4.18713 0.04896 0.16808
C 3.61731 1.19506 -0.36898
C 2.31812 1.55087 -0.01457
C -0.56474 3.38959 -0.16162
C -0.76958 4.75706 -0.29035
C -0.85636 5.29777 -1.55674
C -0.73839 4.47804 -2.68263
C -0.55104 3.13926 -2.48152
N -0.45732 2.58115 -1.24262
H -0.55910 3.31944 1.90200
H -2.75350 -0.00020 1.64526
H -3.77283 -0.84563 3.72921
H -2.46075 -0.88845 5.81647
H -0.12586 -0.09306 5.85216
H 0.92223 0.75444 3.79152
H 1.57070 -1.11646 1.98814
H 3.91060 -1.66034 1.44289
H 5.21426 -0.20086 -0.06538
H 4.19337 1.84370 -1.01541
H 1.93781 2.51731 -0.32663
H -0.85059 5.37474 0.59368
H -1.01279 6.36204 -1.67822
H -0.80207 4.87666 -3.68413
H -0.47462 2.45600 -3.32163
```

Its multiplicity is 3. The value obtained for the HOMO-LUMO gap (spin up / spin down) is 6.73 / 5.86 eV. Its net charge is +3.

Atom charges from the Mulliken analysis, given in e for atoms 1 to 2:
1. Mo 0.329
2. Cl -0.074



C26H19ClN2O5 in the gas phase. Source: the Open Molecules 2025 dataset; level of theory: the ωB97M-V functional and the def2-TZVPD basis.

Geometry as XYZ:
```
53
C26H19ClN2O5 the ωB97M-V functional and the def2-TZVPD basis
O 4.86560 3.29602 -1.34572
C 5.97019 2.90628 -1.06543
O 7.04887 3.70157 -1.14943
C 6.29068 1.53413 -0.60812
C 7.59640 1.14499 -0.31511
C 7.83649 -0.14829 0.10258
C 6.79378 -1.05445 0.23928
Cl 7.20071 -2.62702 0.80788
C 5.47108 -0.68907 -0.04732
C 4.31610 -1.55457 0.09767
C 4.13186 -2.89275 0.38936
C 2.74682 -3.10720 0.43963
C 2.15530 -1.89169 0.16693
C 0.79203 -1.46057 0.09766
N -0.14524 -2.22529 0.51304
N -1.43340 -1.81778 0.53704
C -2.00450 -0.67460 0.07507
O -1.46422 0.14296 -0.63705
C -3.46125 -0.49623 0.58388
O -3.69332 -1.34959 1.70041
C -4.42188 -0.86132 -0.53107
C -5.52927 -1.65373 -0.26467
C -6.42560 -1.95829 -1.27351
C -6.22202 -1.47699 -2.55444
C -5.11530 -0.68839 -2.82466
C -4.21803 -0.37821 -1.81870
C -3.57164 0.96217 1.00325
C -4.52530 1.83118 0.49768
C -4.55711 3.14794 0.92494
C -3.64272 3.60737 1.85586
C -2.69326 2.74145 2.37072
C -2.66102 1.42619 1.94876
O 3.10837 -0.96382 -0.04809
C 5.25345 0.62412 -0.47700
H 6.78000 4.58215 -1.45528
H 8.40351 1.85162 -0.41520
H 8.83962 -0.46962 0.33507
H 4.88542 -3.63655 0.53733
H 2.23458 -4.02253 0.64847
H 0.64350 -0.45367 -0.28456
H -2.04391 -2.45729 1.03735
H -3.48414 -0.86428 2.50677
H -5.68776 -2.02125 0.73673
H -7.28820 -2.57029 -1.05367
H -6.92629 -1.71090 -3.33934
H -4.95608 -0.30636 -3.82249
H -3.36074 0.24418 -2.02324
H -5.24131 1.48272 -0.23002
H -5.29926 3.82058 0.52397
H -3.66344 4.63821 2.17562
H -1.97441 3.08889 3.09779
H -1.90581 0.75738 2.34455
H 4.25207 0.95050 -0.71117
```

As for the SMILES: O=C(O)c1ccc(Cl)c(-c2ccc(/C=N/NC(=O)C(O)(c3ccccc3)c3ccccc3)o2)c1. The energy relative to the best compared isomer or geometry (same formula, charge and spin) comes out at 0.0 kcal per mole. The value obtained for the HOMO-LUMO gap is 7.73 eV.

Atom charges from the Mulliken analysis, given in e for atoms 1 to 2:
1. O -0.585
2. C 0.485